--- A ---
{
  "formula": "H23O12",
  "method": "wB97M-V/def2-TZVPD",
  "species": ["O", "H", "H", "O", "H", "H", "O", "H", "O", "H", "H", "O", "H", "H", "O", "H", "H", "O", "H", "H", "O", "H", "H", "O", "H", "H", "O", "H", "H", "O", "H", "H", "O", "H", "H"],
  "positions_angstrom": [[0.19012, -0.84614, 3.38525], [-0.10177, -1.51060, 4.02161], [0.39654, -1.45025, 2.65827], [3.08726, -3.60519, 2.17419], [2.96713, -3.41448, 1.23802], [2.47665, -2.96788, 2.56002], [0.36328, 4.46260, -1.48825], [0.64821, 5.09484, -0.81575], [-0.73752, 1.01068, -3.77080], [0.06634, 0.63830, -3.38405], [-0.98660, 1.73359, -3.18727], [-0.09315, -1.57891, -0.70759], [-0.65583, -1.77111, -1.47423], [0.86231, -0.51981, -1.36393], [1.26792, 1.81214, 0.37557], [0.52033, 1.33558, 0.79476], [0.42333, 3.67412, -0.95368], [-0.93845, 0.38833, 0.81227], [-0.67756, -0.08698, 1.59757], [-0.88198, -0.13739, 0.01385], [1.26343, 0.23665, -1.83546], [2.15185, 0.04243, -2.15702], [1.40592, 1.23508, -0.40430], [-3.68959, 0.20243, 0.09303], [-2.98279, 0.85140, 0.15320], [-3.14544, -0.58884, 0.17372], [2.61917, 2.26585, 2.78729], [2.07875, 2.36425, 1.98503], [2.39087, 1.40019, 3.13702], [-3.64278, -0.37913, -3.17669], [-2.87673, -0.31442, -3.76216], [-3.26116, -0.02603, -2.36191], [-0.00150, -3.16920, 1.29624], [0.21115, -2.63153, 0.52139], [-0.71772, -3.75057, 1.06479]],
  "homo_ha": [-0.392, -0.392],
  "total_charge": 0,
  "s2": 0.75,
  "multiplicity": 2,
  "orbital_gap_ha": [0.35213, 0.16515]
}

--- B ---
{
  "formula": "H23O12",
  "method": "wB97M-V/def2-TZVPD",
  "species": ["O", "H", "H", "O", "H", "H", "O", "H", "O", "H", "H", "O", "H", "H", "O", "H", "H", "O", "H", "H", "O", "H", "H", "O", "H", "H", "O", "H", "H", "O", "H", "H", "O", "H", "H"],
  "positions_angstrom": [[0.07245, -0.25434, -1.61150], [0.49870, -0.11840, 1.96954], [1.61627, -3.61444, -2.02776], [-2.44302, 1.00594, 0.27342], [-1.53666, 0.75574, 0.38749], [-2.86630, 0.27941, -0.14242], [-1.63167, -1.44790, 2.20458], [-1.11496, -2.00164, 2.88882], [2.30188, -4.01683, -1.55284], [3.42210, 1.53101, -1.23135], [2.58046, -3.16723, -0.82840], [0.95703, 0.10580, 1.17146], [-0.77973, -1.17762, -2.80574], [-0.49605, 3.02574, -0.12413], [1.69936, 2.88868, 2.44614], [-1.20426, -2.56247, 0.15740], [-1.05949, -1.57635, 1.38692], [2.72492, 1.33306, -0.65717], [2.92834, 1.38769, 0.35693], [1.81197, 2.27925, 1.75715], [-2.22221, 2.47865, 2.75784], [-1.57944, 1.95615, 2.41541], [-2.99641, 2.32796, 2.24906], [-1.05634, -1.75094, -3.57896], [-1.81762, -1.27793, -4.07149], [-0.06341, 4.05129, -1.22560], [-1.81970, -2.66999, -0.69080], [0.19461, 0.69689, -1.64383], [1.90720, -1.42699, -1.09456], [1.43530, -1.79939, -0.36698], [-1.14716, -2.49557, -1.46401], [1.37738, 3.64437, 2.02595], [-0.14811, 4.01343, -0.21294], [0.16274, -0.92581, -0.74526], [1.20275, -0.68031, 0.35183]],
  "homo_ha": [-0.405, -0.405],
  "total_charge": 0,
  "s2": 0.76,
  "multiplicity": 2,
  "orbital_gap_ha": [0.38348, 0.19175]
}

Least stable structure among those shown: B.